No. 1
21
Properties=species:S:1:pos:R:3:mulliken_charge:R:1 method="wB97M-V/def2-TZVPD" gap_ev=10.4 smiles="C/C=C/[Si@H](Cl)C(C)C" lumo_energy_ha=0.0343 homo_ev=-9.50
C -1.483 -1.744 1.067 0.143
C -0.273 -1.239 0.878 -0.550
C -1.805 -3.204 1.032 -1.188
C 2.036 0.789 -1.170 -1.508
C 0.349 2.646 -1.237 -1.526
C 0.596 1.190 -0.846 0.530
Si 0.187 0.773 0.982 0.514
Cl -1.448 1.783 1.618 -0.278
H -2.319 -1.080 1.245 0.287
H 0.565 -1.899 0.700 0.260
H -2.315 -3.454 0.101 0.273
H -2.467 -3.464 1.853 0.320
H -0.899 -3.803 1.098 0.334
H 2.244 0.918 -2.230 0.393
H 2.739 1.401 -0.610 0.368
H 2.212 -0.253 -0.910 0.370
H 1.013 3.315 -0.692 0.358
H -0.678 2.938 -1.024 0.386
H 0.529 2.783 -2.302 0.390
H -0.059 0.572 -1.473 0.274
H 1.277 1.032 1.919 -0.148

No. 2
11
Properties=species:S:1:pos:R:3:mulliken_charge:R:1 method="wB97M-V/def2-TZVPD" gap_ev=10.1 smiles=NOC(O)(O)O lumo_energy_ha=0.0205 homo_ev=-9.55
C 0.725 0.056 0.354 0.724
N -1.790 -0.128 -0.731 -0.392
O -0.651 0.671 -0.489 -0.416
O 0.762 0.557 1.598 -0.460
O 0.596 -1.287 0.408 -0.492
O 1.492 0.596 -0.581 -0.643
H 0.925 1.507 1.531 0.346
H 1.214 -1.666 -0.231 0.355
H 0.559 0.856 -1.174 0.471
H -1.477 -1.098 -0.799 0.255
H -2.356 -0.065 0.114 0.253

No. 3
13
Properties=species:S:1:pos:R:3:mulliken_spin:R:1 method="wB97M-V/def2-TZVPD" gap_ev="9.1 / 4.6" lumo_energy_ha="0.0179 / -0.1469" multiplicity=2 homo_ev="-8.65 / -8.65"
C -1.454 0.856 0.615 0.003
S -2.288 -0.403 -0.421 0.001
C -0.735 -1.339 -0.955 0.002
H -1.480 0.661 1.633 0.000
H -1.953 1.832 0.409 0.000
H -0.339 0.988 0.291 -0.001
H -0.467 -1.972 -0.113 0.000
H -1.067 -2.061 -1.819 0.000
H 0.041 -0.570 -1.333 -0.001
O 3.738 0.479 0.089 0.906
C 2.438 0.533 0.324 -0.027
O 1.818 1.335 1.105 0.066
H 1.748 -0.339 0.174 0.050

No. 4
13
Properties=species:S:1:pos:R:3:mulliken_charge:R:1 method="wB97M-V/def2-TZVPD" gap_ev=10.7 smiles="ON=C1CCC1" lumo_energy_ha=0.0346 homo_ev=-9.71
O -1.963 1.160 1.425 -0.373
N -0.821 0.363 1.743 -0.614
C -0.259 -0.014 0.674 0.432
C -0.477 0.279 -0.789 -0.439
C 0.836 -0.498 -1.082 -0.467
C 0.976 -0.853 0.428 -0.425
H -1.600 2.034 1.220 0.321
H -1.396 -0.158 -1.193 0.239
H -0.473 1.347 -1.032 0.305
H 0.724 -1.358 -1.746 0.260
H 1.641 0.136 -1.461 0.252
H 0.845 -1.915 0.661 0.241
H 1.881 -0.496 0.929 0.268

No. 5
52
Properties=species:S:1:pos:R:3:mulliken_charge:R:1 method="wB97M-V/def2-TZVPD" gap_ev="3.5 / 3.5" lumo_energy_ha="-0.3589 / -0.3588" homo_ev="-13.30 / -13.30" charge=+2
Pd -2.153 -0.962 2.538 0.887
N -2.677 -1.622 4.524 -0.478
C -2.947 -3.079 4.493 -0.455
C -3.784 -3.414 3.298 0.479
O -4.764 -4.074 3.274 -0.393
N -3.229 -2.779 2.087 -0.165
C -3.949 -2.787 1.029 -0.498
C -5.237 -0.528 1.388 0.701
O -6.298 -0.695 0.960 -0.258
O -4.342 0.043 1.896 -0.337
H -1.940 -1.436 5.201 0.336
H -3.510 -1.111 4.813 0.322
H -3.448 -3.441 5.388 0.399
H -1.994 -3.601 4.378 0.319
H -4.715 -3.560 0.925 0.374
H -3.465 -2.467 0.105 0.363
Cl -0.508 4.599 -5.679 -0.171
C 0.234 3.539 -4.542 0.303
C 0.020 3.724 -3.186 -1.003
C 0.632 2.867 -2.287 0.058
C 1.446 1.818 -2.708 -0.465
C 2.075 0.922 -1.662 1.121
C 1.378 -0.451 -1.589 -1.343
N 0.124 -0.353 -0.842 0.341
C -1.088 0.091 -1.331 -0.295
C -1.943 0.119 -0.282 -0.977
N -1.253 -0.293 0.852 -0.012
C -0.006 -0.577 0.457 -0.041
O 3.439 0.669 -1.890 -0.393
C 4.278 1.344 -0.949 -0.884
C 4.122 0.706 0.402 0.293
C 3.480 1.261 1.468 0.549
Cl 2.785 2.829 1.559 -0.178
S 3.424 0.210 2.831 -0.183
C 4.252 -1.015 1.961 -0.331
C 4.561 -0.623 0.701 -0.765
C 1.628 1.643 -4.082 0.603
Cl 2.582 0.342 -4.710 -0.155
C 1.034 2.501 -4.993 -0.777
H -0.606 4.536 -2.843 0.443
H 0.481 3.023 -1.224 0.432
H 1.946 1.407 -0.689 -0.271
H 2.043 -1.144 -1.076 0.498
H 1.175 -0.833 -2.588 0.346
H -1.234 0.333 -2.370 0.586
H -2.967 0.443 -0.243 0.519
H 0.803 -0.908 1.092 0.314
H 4.046 2.411 -0.911 0.364
H 5.292 1.217 -1.321 0.479
H 4.484 -1.956 2.432 0.460
H 5.099 -1.240 -0.005 0.462
H 1.194 2.354 -6.052 0.473

Asked for energy above the lowest of the compared OMol25 structures with the same formula, charge and spin across the records above, the calculation gives 0.00 139.61 236.64 313.47 0.00 kJ/mol in order.